C6H8EuO6 as an isolated structure in a non-equilibrium geometry, computed with ωB97M-V/def2-TZVPD.

```
21
Properties=species:S:1:pos:R:3:forces:R:3:mulliken_spin:R:1
O -0.380230 -2.090275 0.779792 -0.061 -0.419 -0.254 -0.018
C -1.564880 0.408454 -1.444493 -1.089 0.461 -0.276 0.001
C -0.344288 -2.629476 -0.486065 -0.302 -1.220 -1.787 -0.008
O -2.530954 1.057685 -1.753643 1.225 -0.334 0.538 0.000
O -1.398113 -0.834455 -1.831243 0.118 -0.817 -0.197 -0.001
C -0.196319 -1.619540 -1.616715 0.008 0.388 0.014 0.003
H -1.255872 -3.226485 -0.690859 0.333 0.277 0.215 0.001
H 0.513076 -3.322692 -0.624132 -0.324 0.242 0.274 -0.001
H -0.035107 -2.136582 -2.570198 -0.033 0.071 0.309 0.001
H 0.659976 -0.949289 -1.450790 -0.072 -0.097 0.012 -0.001
H 3.318556 1.787215 0.584970 -0.258 -0.430 -0.036 -0.001
O -0.746239 0.891323 0.743973 0.458 -0.141 0.622 -0.002
O 2.039177 0.145867 0.755288 -0.071 -0.241 0.447 -0.013
C 2.506944 1.238801 0.065939 0.797 0.728 -1.300 -0.006
C 1.437616 2.284005 -0.219122 0.013 0.224 0.201 0.001
O 0.380724 1.699638 -1.037940 0.052 -0.427 0.236 -0.001
C -0.533803 0.984841 -0.464446 -0.762 0.920 -1.062 -0.008
H 2.909086 0.895505 -0.909251 -0.018 0.258 0.378 0.000
H 1.835077 3.097392 -0.834378 -0.083 -0.215 0.206 0.000
H 0.991016 2.687471 0.697105 0.063 -0.054 -0.215 0.000
Eu 0.532088 -0.689378 1.806238 0.005 0.827 1.674 6.051
```
Forces are in eV/Å.

Calculated values
* HOMO level (alpha / beta): -14.1 / -14.1 eV
* net charge: +1
* expectation value of S²: 12.014
* maximum force: 2.2 eV Å⁻¹
* energy: -37958.8532 eV
* HOMO-LUMO gap (alpha / beta): 8.52 / 9.56 eV
* LUMO energy (alpha / beta): -0.2041 / -0.1668 Eh
* spin multiplicity: 7
* M: 328.1 g mol⁻¹